[1]
The molecule C5H10N2. Source: OMol25; level of theory: ωB97M-V with the def2-TZVPD basis set.

Computed properties:
ΔE to the lowest compared entry with this formula, charge and spin, kcal/mol: 98.4
E_HOMO (spin up / spin down), hartree: -0.2617 / -0.2620
Net charge: 0

Positions of all 17 atoms, in Å:
1 C 0.988 1.083 -1.745
2 C -0.109 0.069 -1.873
3 N -0.492 -0.772 -0.886
4 C -1.048 0.123 -0.015
5 C -0.720 0.071 1.427
6 C -0.307 -1.219 2.046
7 N 0.650 -0.128 1.920
8 H 1.345 1.156 -0.716
9 H 0.651 2.084 -2.040
10 H 1.839 0.834 -2.397
11 H -0.443 -0.152 -2.891
12 H -0.663 -1.774 -0.955
13 H -1.887 0.723 -0.345
14 H -1.292 0.760 2.045
15 H -0.627 -1.459 3.056
16 H -0.184 -2.087 1.398
17 H 1.259 -0.317 1.125

[2]
The molecule C3H6N2O2 at a distorted geometry. Source: OMol25; level of theory: ωB97M-V with the def2-TZVPD basis set.

Computed properties:
ΔE to the lowest compared entry with this formula, charge and spin, kcal/mol: 82.3
E_HOMO, hartree: -0.3203
Net charge: 0
SMILES: [H]/N=C(/N)CC(=O)O

Positions of all 13 atoms, in Å:
1 H -0.632 1.984 0.029
2 N -1.414 1.251 -0.061
3 C -1.233 0.014 -0.080
4 N -2.430 -0.674 0.002
5 C -0.007 -0.846 0.014
6 C 1.280 -0.005 -0.040
7 O 1.206 1.214 0.100
8 O 2.491 -0.687 -0.047
9 H -3.512 -0.225 -0.069
10 H -2.423 -1.851 0.145
11 H -0.108 -1.158 1.121
12 H 0.424 -1.883 -0.463
13 H 3.337 -0.103 -0.137

[3]
C47H42ClO3P2RuS as an isolated structure at a distorted geometry. Source: OMol25; level of theory: ωB97M-V with the def2-TZVPD basis set.

Computed properties:
ΔE to the lowest compared entry with this formula, charge and spin, kcal/mol: 0.0
E_HOMO (spin up / spin down), hartree: -0.0414 / -0.1716
Net charge: -1
2S+1: 5
<S²>: 6.07

Positions of all 97 atoms, in Å:
1 Ru 0.386 0.193 0.246
2 O -4.166 1.011 1.407
3 S -2.811 0.558 1.619
4 O -2.432 -0.597 0.450
5 O -1.742 1.519 1.736
6 C -2.652 -0.556 2.951
7 C -3.716 -0.519 3.835
8 C -3.563 -1.156 5.110
9 C -2.424 -1.871 5.375
10 C -1.424 -2.060 4.371
11 C -1.486 -1.359 3.175
12 P -0.215 -1.602 1.908
13 C 1.194 -2.007 3.026
14 C 1.513 -1.160 4.101
15 C 2.464 -1.526 5.031
16 C 3.223 -2.689 4.890
17 C 2.906 -3.505 3.806
18 C 1.921 -3.170 2.851
19 C -0.589 -3.060 1.027
20 C 0.298 -3.407 -0.005
21 C 0.118 -4.618 -0.659
22 C -0.967 -5.409 -0.368
23 C -1.867 -5.060 0.660
24 C -1.569 -3.952 1.440
25 H -4.637 0.025 3.597
26 H -4.382 -1.014 5.813
27 H -2.235 -2.322 6.394
28 H -0.528 -2.613 4.582
29 H 0.950 -0.251 4.306
30 H 2.677 -0.817 5.800
31 H 3.920 -2.972 5.662
32 H 3.504 -4.414 3.609
33 H 1.817 -3.940 2.089
34 H 1.121 -2.714 -0.214
35 H 0.810 -4.850 -1.484
36 H -1.274 -6.233 -1.001
37 H -2.696 -5.691 0.979
38 H -2.016 -3.705 2.413
39 Cl 2.661 -1.366 -1.760
40 C 2.992 -0.006 -2.774
41 C 3.840 -0.270 -3.829
42 C 4.197 0.736 -4.713
43 C 3.748 2.009 -4.568
44 C 2.804 2.305 -3.580
45 C 2.453 1.279 -2.638
46 P 1.540 1.645 -1.092
47 C 0.644 3.167 -1.483
48 C 0.675 4.154 -0.478
49 C 0.190 5.422 -0.746
50 C -0.485 5.723 -1.924
51 C -0.553 4.729 -2.901
52 C 0.067 3.459 -2.744
53 C 2.988 2.196 -0.089
54 C 2.704 1.971 1.348
55 C 3.974 1.995 2.130
56 C 5.060 2.687 1.676
57 C 5.058 3.234 0.376
58 C 4.059 2.950 -0.519
59 H 4.193 -1.287 -3.974
60 H 4.732 0.381 -5.608
61 H 4.033 2.797 -5.264
62 H 2.347 3.303 -3.480
63 H 1.178 3.854 0.455
64 H 0.372 6.289 -0.085
65 H -0.823 6.742 -2.087
66 H -0.887 4.981 -3.900
67 H -0.061 2.791 -3.604
68 H 2.101 2.837 1.765
69 H 4.000 1.454 3.089
70 H 5.967 2.845 2.283
71 H 5.904 3.851 0.052
72 H 4.172 3.381 -1.517
73 C 2.003 0.594 1.464
74 H 2.770 -0.169 1.326
75 H 1.621 0.461 2.495
76 C -1.113 0.075 -3.003
77 C -2.127 0.248 -1.784
78 C -2.440 1.748 -1.568
79 C -1.465 -0.374 -0.562
80 C -3.432 -0.412 -2.277
81 C -4.512 0.345 -2.726
82 C -5.623 -0.246 -3.287
83 C -5.772 -1.620 -3.302
84 C -4.757 -2.410 -2.737
85 C -3.553 -1.852 -2.300
86 H -0.355 0.841 -3.039
87 H -1.716 0.209 -3.902
88 H -0.686 -0.967 -3.112
89 H -1.672 2.276 -0.980
90 H -3.381 1.938 -1.044
91 H -2.598 2.143 -2.540
92 H -1.126 -1.359 -0.914
93 H -4.489 1.411 -2.608
94 H -6.456 0.389 -3.640
95 H -6.642 -2.006 -3.788
96 H -4.982 -3.474 -2.583
97 H -2.771 -2.509 -1.934

[4]
C26H21CoN3O4S2 as an isolated structure at a distorted geometry. Source: OMol25; level of theory: ωB97M-V with the def2-TZVPD basis set.

Computed properties:
ΔE to the lowest compared entry with this formula, charge and spin, kcal/mol: 5.0
E_HOMO (spin up / spin down), hartree: -0.1501 / -0.1461
Net charge: -1
2S+1: 5
<S²>: 6.03

Positions of all 57 atoms, in Å:
1 Co -0.083 -0.187 -0.054
2 C 1.578 -2.375 3.142
3 O 2.764 -1.627 3.320
4 C 2.834 -0.315 2.931
5 C 3.915 0.383 3.428
6 C 4.154 1.705 3.061
7 C 3.306 2.331 2.183
8 C 2.175 1.676 1.671
9 C 1.344 2.337 0.726
10 N 0.259 1.846 0.202
11 N -0.422 2.591 -0.678
12 C -1.222 1.898 -1.457
13 O -1.270 0.623 -1.465
14 C -2.094 2.674 -2.358
15 C -3.283 2.110 -2.820
16 C -4.116 2.833 -3.652
17 C -3.769 4.115 -4.047
18 C -2.582 4.674 -3.599
19 C -1.749 3.964 -2.757
20 C 1.906 0.321 2.052
21 O 0.871 -0.309 1.629
22 H 1.354 -2.556 2.088
23 H 0.714 -1.884 3.600
24 H 1.777 -3.325 3.643
25 H 4.571 -0.129 4.116
26 H 5.008 2.228 3.468
27 H 3.494 3.352 1.881
28 H 1.664 3.319 0.375
29 H -3.535 1.105 -2.515
30 H -5.040 2.392 -3.999
31 H -4.422 4.678 -4.700
32 H -2.306 5.670 -3.919
33 H -0.821 4.393 -2.414
34 O 1.844 0.052 -1.109
35 N 2.726 -0.804 -0.697
36 C 3.967 -0.388 -0.400
37 C 4.935 -1.259 0.032
38 C 4.626 -2.615 0.130
39 C 3.348 -3.034 -0.162
40 C 2.363 -2.115 -0.531
41 S 0.726 -2.525 -0.749
42 H 4.126 0.672 -0.518
43 H 5.912 -0.886 0.289
44 H 5.378 -3.319 0.450
45 H 3.065 -4.072 -0.094
46 S -1.956 -0.823 1.339
47 C -3.188 -1.764 0.545
48 C -2.894 -2.713 -0.434
49 C -3.903 -3.482 -0.976
50 C -5.217 -3.320 -0.565
51 C -5.514 -2.378 0.407
52 C -4.512 -1.610 0.963
53 H -1.870 -2.847 -0.752
54 H -3.664 -4.227 -1.720
55 H -6.003 -3.923 -0.997
56 H -6.534 -2.248 0.741
57 H -4.733 -0.881 1.729

[5]
C18H13BrMnO5STe as an isolated structure at a distorted geometry. Source: OMol25; level of theory: ωB97M-V with the def2-TZVPD basis set.

Computed properties:
E_HOMO (spin up / spin down), hartree: 0.0140 / -0.0257
Net charge: -2
2S+1: 6
<S²>: 8.80

Positions of all 40 atoms, in Å:
1 Mn -1.282 0.631 -0.749
2 O 0.440 1.654 -5.932
3 C 0.872 1.934 -4.660
4 C 2.056 2.661 -4.544
5 C 2.552 2.981 -3.281
6 C 1.863 2.573 -2.141
7 C 0.676 1.844 -2.264
8 C 0.159 1.511 -3.528
9 C -1.123 0.723 -3.653
10 O -1.507 0.478 -4.846
11 O -1.714 0.368 -2.587
12 H -0.406 1.139 -5.807
13 H 2.583 2.972 -5.440
14 H 3.474 3.546 -3.188
15 H 2.241 2.818 -1.153
16 H 0.138 1.526 -1.372
17 Te -1.203 -2.054 -0.383
18 C -1.146 -4.148 -0.100
19 C -0.958 -5.100 -1.091
20 C -0.967 -6.411 -0.602
21 C -1.162 -6.489 0.771
22 S -1.323 -4.928 1.378
23 H -0.819 -4.854 -2.135
24 H -0.835 -7.280 -1.232
25 H -1.203 -7.401 1.351
26 Br -0.229 -1.808 5.760
27 C -0.115 -0.028 5.126
28 C 0.219 0.996 6.011
29 C 0.304 2.308 5.546
30 C 0.054 2.587 4.201
31 C -0.283 1.564 3.298
32 C -0.364 0.247 3.782
33 C -0.553 1.873 1.839
34 O -0.459 3.089 1.478
35 O -0.852 0.894 1.086
36 H 0.414 0.784 7.057
37 H 0.562 3.115 6.224
38 H 0.120 3.612 3.836
39 H -0.625 -0.550 3.088
40 H 0.401 0.627 -1.143

Number 2 is which compound? C3H6N2O2

What is the formula in the fifth record? C18H13BrMnO5STe

What did the fourth record say?
C26H21CoN3O4S2 as an isolated structure at a distorted geometry. Source: OMol25; level of theory: ωB97M-V with the def2-TZVPD basis set.

Computed properties:
ΔE to the lowest compared entry with this formula, charge and spin, kcal/mol: 5.0
E_HOMO (spin up / spin down), hartree: -0.1501 / -0.1461
Net charge: -1
2S+1: 5
<S²>: 6.03

Positions of all 57 atoms, in Å:
1 Co -0.083 -0.187 -0.054
2 C 1.578 -2.375 3.142
3 O 2.764 -1.627 3.320
4 C 2.834 -0.315 2.931
5 C 3.915 0.383 3.428
6 C 4.154 1.705 3.061
7 C 3.306 2.331 2.183
8 C 2.175 1.676 1.671
9 C 1.344 2.337 0.726
10 N 0.259 1.846 0.202
11 N -0.422 2.591 -0.678
12 C -1.222 1.898 -1.457
13 O -1.270 0.623 -1.465
14 C -2.094 2.674 -2.358
15 C -3.283 2.110 -2.820
16 C -4.116 2.833 -3.652
17 C -3.769 4.115 -4.047
18 C -2.582 4.674 -3.599
19 C -1.749 3.964 -2.757
20 C 1.906 0.321 2.052
21 O 0.871 -0.309 1.629
22 H 1.354 -2.556 2.088
23 H 0.714 -1.884 3.600
24 H 1.777 -3.325 3.643
25 H 4.571 -0.129 4.116
26 H 5.008 2.228 3.468
27 H 3.494 3.352 1.881
28 H 1.664 3.319 0.375
29 H -3.535 1.105 -2.515
30 H -5.040 2.392 -3.999
31 H -4.422 4.678 -4.700
32 H -2.306 5.670 -3.919
33 H -0.821 4.393 -2.414
34 O 1.844 0.052 -1.109
35 N 2.726 -0.804 -0.697
36 C 3.967 -0.388 -0.400
37 C 4.935 -1.259 0.032
38 C 4.626 -2.615 0.130
39 C 3.348 -3.034 -0.162
40 C 2.363 -2.115 -0.531
41 S 0.726 -2.525 -0.749
42 H 4.126 0.672 -0.518
43 H 5.912 -0.886 0.289
44 H 5.378 -3.319 0.450
45 H 3.065 -4.072 -0.094
46 S -1.956 -0.823 1.339
47 C -3.188 -1.764 0.545
48 C -2.894 -2.713 -0.434
49 C -3.903 -3.482 -0.976
50 C -5.217 -3.320 -0.565
51 C -5.514 -2.378 0.407
52 C -4.512 -1.610 0.963
53 H -1.870 -2.847 -0.752
54 H -3.664 -4.227 -1.720
55 H -6.003 -3.923 -0.997
56 H -6.534 -2.248 0.741
57 H -4.733 -0.881 1.729

The lowest net charge belongs to which entry? C18H13BrMnO5STe